# 1
DFT (ωB97M-V/def2-TZVPD) results for an isolated ion of composition C4H8NO and charge +1.

Last column: natural (NBO) charge in e.
Element x y z (Å)
C -2.0490 0.6244 0.3188  -0.3442
C -0.8492 0.8527 0.8184  -0.2280
C 0.4962 0.0286 0.1165  0.3292
N 0.5171 -1.5196 0.3106  -0.7189
C 1.2238 0.5624 -1.0565  -0.1291
O 1.7446 0.5421 0.2960  -0.4487
H -2.9204 1.1471 0.5046  0.2358
H -2.2676 -0.0579 -0.5142  0.2097
H -0.4246 1.6207 1.5528  0.2671
H 1.5566 -1.7283 0.4987  0.4711
H 0.3067 -1.8756 -0.6086  0.4548
H -0.0981 -1.6302 1.0726  0.4596
H 1.8519 -0.0235 -1.7798  0.2139
H 0.9120 1.4571 -1.5299  0.2275

Computed properties:
total charge	+1

---

# 2
DFT (ωB97M-V/def2-TZVPD) results for a 2-piece molecular cluster, C4H8NO overall.

Last column: natural (NBO) charge in e.
Element x y z (Å)
C -0.1607 1.5526 -1.6064  -0.1644
C -0.7377 1.6928 -0.4139  -0.1566
C 0.2854 0.6547 -0.5145  -0.0942
C -0.3111 -1.1587 0.9789  0.0888
N -0.0042 -0.7570 -0.4809  -0.5989
O 0.7655 -0.9937 1.7730  -0.6395
H 0.2139 1.9955 -2.5708  0.2814
H -1.2180 2.3541 0.2667  0.2645
H 1.5194 1.1411 0.4070  0.1952
H -0.9321 -0.4034 1.4082  0.2097
H -0.9421 -2.1303 0.8843  0.2026
H 0.9542 -1.2577 -0.5510  0.4567
H -0.8150 -0.9395 -1.1793  0.4715
H 1.3825 -1.7505 1.5988  0.4832

Computed properties:
total charge	+1

---

# 3
DFT (ωB97M-V/def2-TZVPD) results for a 2-piece molecular cluster, C4H8NO2 overall.

Last column: natural (NBO) charge in e.
Element x y z (Å)
O 1.2822 1.7029 -0.3966  -0.8234
C 1.9504 1.4512 0.6643  0.6401
O 1.8478 0.4890 1.4452  -0.7721
H 2.8061 2.1989 0.9960  -0.0212
C -0.2808 -1.6022 1.3128  -0.5563
C -0.7224 -0.4984 0.6217  0.0306
N -1.4928 -0.5843 -0.5711  -0.6510
C -0.9284 0.3212 -1.6483  -0.4226
H -0.6565 -2.6347 1.2770  0.1664
H 0.3958 -1.4029 2.1172  0.2177
H -0.3537 0.5035 0.8482  0.2410
H -1.6879 -1.5519 -0.9398  0.3512
H -1.5178 0.2513 -2.5457  0.1650
H -0.7794 1.3628 -1.3093  0.2401
H 0.1374 -0.0063 -1.8716  0.1947

Computed properties:
total charge	-1

---

# 4
DFT (ωB97M-V/def2-TZVPD) results for a 2-piece molecular cluster, C4H8NO2 overall.

Last column: natural (NBO) charge in e.
Element x y z (Å)
O -0.4123 2.8107 0.6673  -0.7980
C -0.6678 2.1775 1.7109  0.6230
O -0.6583 0.9397 1.8959  -0.7923
H -0.9362 2.8084 2.5997  -0.0101
C -0.3438 -2.9361 -1.9693  -0.6194
C 0.3332 -2.1551 -1.1020  0.0575
N 0.2334 -0.8136 -0.9526  -0.5877
C 1.2485 -0.0525 -0.2267  -0.4170
H -1.0344 -2.4789 -2.6674  0.1796
H -0.1244 -3.9892 -2.0593  0.1894
H 1.1074 -2.5868 -0.4745  0.1737
H -0.4520 -0.2697 -1.4340  0.3881
H 0.7840 0.8638 0.1271  0.2774
H 1.5451 -0.6513 0.6272  0.1878
H 2.0852 0.1945 -0.8928  0.1479

Computed properties:
total charge	-1

---

# 5
DFT (ωB97M-V/def2-TZVPD) results for a 2-piece molecular cluster, C4H8NO2 overall.

Last column: natural (NBO) charge in e.
Element x y z (Å)
C -0.6810 0.3587 -1.0778  -0.7106
C -1.7353 0.1930 0.0058  0.3935
C -1.5177 -0.2893 1.4701  -0.6911
N -3.0441 0.3061 -0.2978  -0.7765
C 3.8283 0.0073 -0.1718  0.5468
O 2.9546 0.5959 -0.9110  -0.1442
O 3.7260 -0.1535 1.0240  -0.5453
H 0.1826 0.7590 -0.5243  0.2249
H -0.3330 -0.5948 -1.4822  0.2383
H -0.9488 1.0548 -1.8634  0.2467
H -2.6655 -0.6794 -0.6943  0.3801
H -0.4363 -0.3014 1.6501  0.2021
H -1.9717 -1.2655 1.5724  0.2417
H -2.0124 0.5219 1.9926  0.2515
H 4.6542 -0.5128 -0.6923  0.1422

Computed properties:
spin multiplicity	2

---

# 6
DFT (ωB97M-V/def2-TZVPD) results for an isolated ion of composition C4H8NO2 and charge +1.

Last column: natural (NBO) charge in e.
Element x y z (Å)
C 1.2096 0.6209 1.8209  0.1338
N 0.3223 0.4730 0.9353  -0.4077
C -0.4853 -0.7091 0.7369  -0.2814
C -1.1320 -0.7081 -0.6498  -0.1055
O -0.1982 -0.6973 -1.7327  -0.4665
C 0.3587 0.4423 -2.0720  0.6803
O 0.3221 1.4644 -1.4324  -0.6175
H 1.7822 1.5372 1.8672  0.2351
H 1.4194 -0.1549 2.5509  0.2212
H 0.1870 1.1998 0.1702  0.4752
H -1.2893 -0.7226 1.4809  0.2567
H 0.1273 -1.6048 0.8925  0.2417
H -1.7016 -1.6300 -0.7855  0.2467
H -1.8036 0.1510 -0.7544  0.2161
H 0.8815 0.3382 -3.0280  0.1719

Computed properties:
total charge	+1

---

# 7
DFT (ωB97M-V/def2-TZVPD) results for an isolated ion of composition C4H8NO2 and charge +1.

Last column: natural (NBO) charge in e.
Element x y z (Å)
C -0.1155 -1.4954 0.1193  -0.0235
C -1.0769 -0.4413 0.0157  0.1758
C -0.2026 0.8329 0.1776  -0.5163
C 1.2274 0.4967 -0.3272  0.4310
N -2.6340 0.0365 0.0697  -0.7382
O 2.2625 1.1066 0.2005  -0.6497
O 1.1688 -1.0585 0.1268  -0.5165
H -0.0799 -2.5861 0.1575  0.2455
H -0.5380 1.8400 -0.2679  0.2695
H -0.0182 0.9760 1.2582  0.2468
H 1.1611 0.3469 -1.4173  0.1983
H -2.7079 0.7567 -0.5936  0.3856
H -3.1237 -0.8384 -0.0957  0.3962
H 3.0405 1.3139 -0.4197  0.5393
H 1.6365 -1.2866 0.9964  0.5563

Computed properties:
total charge	+1

---

# 8
DFT (ωB97M-V/def2-TZVPD) results for an isolated ion of composition C4H8NO2 and charge +1.

Last column: natural (NBO) charge in e.
Element x y z (Å)
C -1.9148 0.5596 0.0868  0.0474
C -0.7666 1.2400 0.1381  0.0843
C 1.2055 -0.1583 0.1162  0.8111
C 2.6603 -0.0126 -0.1009  -0.7215
N -1.9890 -0.9144 -0.1184  -0.7759
O 0.5911 1.0064 0.1918  -0.4052
O 0.5524 -1.2820 0.1725  -0.6659
H -2.7700 1.0874 0.1101  0.2143
H -0.7599 2.3133 0.3460  0.2202
H 3.0379 0.9754 -0.4953  0.2718
H 2.8978 -0.8796 -0.7405  0.2699
H 3.0479 -0.2440 0.8402  0.2686
H -2.1288 -1.1952 -1.1466  0.4468
H -2.7312 -1.2094 0.4870  0.4499
H -0.9326 -1.2865 0.1132  0.4842

Computed properties:
spin multiplicity	3
total charge	+1

---

# 9
DFT (ωB97M-V/def2-TZVPD) results for one molecule with the formula C4H8NO2S.

Last column: natural (NBO) charge in e.
Element x y z (Å)
C -0.9906 1.0895 0.3164  -0.6320
C 0.0138 -0.0326 0.1488  -0.0644
C 1.4935 0.3186 -0.0467  -0.5151
S 2.2032 1.3785 1.2453  -0.0418
N -0.3517 -1.0560 -0.8181  -0.6449
C -1.2018 -2.0431 -0.3897  0.8255
O -1.8800 -2.6584 -1.2481  -0.3885
O -1.4071 -2.2233 0.8287  -0.4042
H -0.9155 1.7200 -0.5665  0.2044
H -1.9667 0.6974 0.5950  0.2304
H -0.6998 1.6999 1.1675  0.2342
H 0.0534 -0.5638 1.0875  0.2163
H 1.5916 0.7395 -1.0494  0.2170
H 2.0800 -0.5950 0.0041  0.2301
H 2.5813 2.4261 0.5093  0.1318
H -0.6036 -0.8972 -1.7840  0.4012

Computed properties:
spin multiplicity	2

---

# 10
DFT (ωB97M-V/def2-TZVPD) results for a 2-piece molecular cluster, C4H8NO2Si overall.

Last column: natural (NBO) charge in e.
Element x y z (Å)
C 1.7714 -2.0398 -0.6534  0.4561
C -0.8818 1.2412 -0.5887  -0.4126
C -0.4040 1.4615 0.8549  -0.2140
C -0.9411 -0.2226 -0.9316  -0.9013
N 0.7814 0.5861 0.9501  -1.0780
O 1.3859 -2.6541 -1.6811  -0.7595
O 2.8327 -2.0854 -0.0044  -0.7529
Si 0.4335 -0.9028 0.2082  1.4698
H -1.9368 1.5110 -0.7182  0.1948
H -0.2138 1.8337 -1.1465  0.2027
H -0.0590 2.4103 1.0808  0.1767
H -1.1922 1.2400 1.5716  0.1550
H -1.9445 -0.7306 -0.6613  0.2227
H -0.7991 -0.2208 -2.0005  0.2446
H 1.2638 0.7097 1.7666  0.3863
H -0.0963 -2.1373 1.9535  -0.3905

Computed properties:
total charge	-1

---

# 11
DFT (ωB97M-V/def2-TZVPD) results for a 2-piece molecular cluster, C4H8NO3 overall.

Last column: natural (NBO) charge in e.
Element x y z (Å)
C 1.6058 1.7703 -0.3886  -0.7109
C 2.4699 0.5623 -0.5828  0.6587
O 3.6731 0.7115 -0.8090  -0.6911
N 1.8582 -0.6211 -0.4872  -0.8090
H 2.3805 -1.4807 -0.5025  0.3877
H 0.8458 -0.6767 -0.3419  0.4611
H 0.5791 1.6046 -0.0557  0.2267
H 1.5480 2.3595 -1.2990  0.2186
H 2.0813 2.4220 0.3331  0.2214
C -2.9424 -0.5519 0.5004  -0.7315
C -1.7719 -1.5151 0.7922  0.7802
O -0.7202 -1.2566 0.1317  -0.8521
O -1.9509 -2.4407 1.5985  -0.7503
H -3.7794 -0.5417 1.1979  0.1920
H -3.3200 -0.8179 -0.4864  0.2023
H -2.5570 0.4722 0.3994  0.1963

Computed properties:
total charge	-1

---

# 12
DFT (ωB97M-V/def2-TZVPD) results for a 2-piece molecular cluster, C4H8NO3 overall.

Last column: natural (NBO) charge in e.
Element x y z (Å)
C 1.5159 0.1721 -0.3012  -0.7329
C 2.3020 -1.0753 0.0122  0.6822
O 3.4535 -1.0650 0.3979  -0.6378
N 1.5940 -2.2297 -0.1752  -0.8283
H 2.0849 0.9990 0.0861  0.2253
H 0.5014 0.2810 0.0537  0.2611
H 2.0598 -3.1186 -0.1188  0.3859
H 0.7409 -2.1877 -0.7084  0.4051
H 1.5285 0.3408 -1.3752  0.2335
C -1.9985 1.2229 0.9063  -0.7379
C -2.6629 1.0309 -0.5061  0.7650
O -3.3700 1.9585 -0.9316  -0.7746
O -2.3720 -0.0750 -1.0396  -0.8132
H -1.4984 2.1923 1.0276  0.1882
H -1.1616 0.5299 0.9717  0.1792
H -2.7174 1.0238 1.7004  0.1991

Computed properties:
total charge	-1

---

# 13
DFT (ωB97M-V/def2-TZVPD) results for an isolated ion of composition C4H8NO3 and charge -1.

Last column: natural (NBO) charge in e.
Element x y z (Å)
C 0.6554 1.2841 -0.5007  -0.6485
C 0.4136 0.5935 0.8734  0.0766
O 0.0242 1.6882 1.6751  -0.7657
C -0.7437 -0.3997 0.7024  -0.2269
N -0.2248 -1.6472 0.0516  -0.7427
C -0.0470 -1.6352 -1.3922  0.8549
O 0.7442 -2.4565 -1.9287  -0.8087
O -0.8698 -0.9254 -1.9943  -0.8111
H 1.4577 0.6081 -1.1241  0.2179
H 0.9470 2.3171 -0.5371  0.1975
H -0.1773 1.4164 -1.1643  0.2364
H 1.1932 0.1173 1.4745  0.1811
H -0.8982 2.0062 1.6088  0.4642
H -1.1374 -0.6627 1.6886  0.1746
H -1.6785 0.0598 0.1084  0.2189
H 0.3414 -2.3641 0.4587  0.3817

Computed properties:
total charge	-1

---

# 14
DFT (ωB97M-V/def2-TZVPD) results for a 2-piece molecular cluster, C4H8NO3 overall.

Last column: natural (NBO) charge in e.
Element x y z (Å)
C -2.4857 0.5674 1.3657  -0.7387
C -1.2719 -0.2697 1.8218  0.7694
O -0.7327 0.0069 2.9059  -0.7562
O -0.9394 -1.1533 0.9856  -0.8295
H -2.2657 0.9856 0.3677  0.1966
H -2.6758 1.4614 1.9685  0.1937
H -3.3326 -0.0719 1.1595  0.2058
C 1.4436 0.8707 -1.4215  -0.7153
C 1.9510 -0.5411 -1.4846  0.6607
O 2.8675 -0.9632 -2.1838  -0.6814
N 1.2728 -1.3437 -0.6634  -0.8147
H 1.6554 -2.2728 -0.5948  0.3794
H 0.6108 -1.0586 0.0689  0.4552
H 0.5313 1.0217 -1.9998  0.2281
H 2.1066 1.5992 -1.9032  0.2131
H 1.2646 1.1613 -0.3925  0.2337

Computed properties:
total charge	-1

---

# 15
DFT (ωB97M-V/def2-TZVPD) results for an isolated ion of composition C4H8NO3 and charge -1.

Last column: natural (NBO) charge in e.
Element x y z (Å)
C -0.7320 -1.8128 -1.0189  -0.3992
N -0.9093 -0.4133 -0.6841  -0.6474
C -0.0021 0.1143 0.3031  -0.2110
C -0.5133 1.4023 0.9212  -0.0511
O 0.1260 1.6581 2.1663  -0.7703
C 1.4786 0.3588 -0.2589  0.7612
O 2.2340 0.8570 0.6147  -0.8119
O 1.6948 0.0704 -1.4431  -0.7669
H -1.6426 -2.4339 -0.9819  0.1555
H 0.0333 -2.3099 -0.4236  0.1849
H -0.3976 -1.9532 -2.0570  0.1843
H -0.7639 0.0666 -1.5421  0.3679
H 0.2757 -0.5925 1.0719  0.1968
H -0.3572 2.2802 0.2793  0.1456
H -1.5770 1.3146 1.0556  0.1591
H 1.0527 1.3932 1.9976  0.5023

Computed properties:
total charge	-1

---

# 16
DFT (ωB97M-V/def2-TZVPD) results for a 2-piece molecular cluster, C4H8NO4 overall.

Last column: natural (NBO) charge in e.
Element x y z (Å)
O -1.2789 -0.8016 -2.3495  -0.4867
C -0.8106 -0.5035 -1.2881  0.4126
C 0.5457 0.2103 -1.1831  -0.1595
C 1.6115 -0.7255 -0.6173  -0.6171
N 0.3445 1.4154 -0.3756  -0.4695
C -0.0641 1.3815 0.9852  0.8069
O 0.3776 0.5320 1.7389  -0.6533
O -0.9543 2.2528 1.1791  -0.3334
H -1.3410 -0.7385 -0.3450  0.1635
H 0.8338 0.5950 -2.1510  0.2266
H 2.5384 -0.1794 -0.4806  0.2276
H 1.2884 -1.0604 0.3575  0.2476
H 1.8090 -1.5314 -1.3394  0.2271
H -0.0473 2.1905 -0.8932  0.4089
H -1.3815 -1.7423 2.3992  0.4682
H -1.4909 -0.2376 2.2778  0.4847
O -1.9804 -1.0575 2.0851  -0.9541

Computed properties:
spin multiplicity	2

---

Number 1: calculated total energy -286.83641 Eh, largest force on an atom 4.26 eV/A. Number 2: calculated total energy -286.74514 Eh, largest force on an atom 5.65 eV/A. Number 3: calculated total energy -362.44888 Eh, largest force on an atom 2.95 eV/A. Number 4: calculated total energy -362.47301 Eh, largest force on an atom 0.86 eV/A. Number 5: calculated total energy -362.22720 Eh, largest force on an atom 3.34 eV/A. Number 6: calculated total energy -362.17945 Eh, largest force on an atom 1.20 eV/A. Number 7: calculated total energy -362.05789 Eh, largest force on an atom 6.99 eV/A. Number 8: calculated total energy -361.99313 Eh, largest force on an atom 11.15 eV/A. Number 9: calculated total energy -760.57309 Eh, largest force on an atom 2.39 eV/A. Number 10: calculated total energy -651.94635 Eh, largest force on an atom 3.15 eV/A. Number 11: calculated total energy -437.79876 Eh, largest force on an atom 1.01 eV/A. Number 12: calculated total energy -437.77497 Eh, largest force on an atom 1.06 eV/A. Number 13: calculated total energy -437.71178 Eh, largest force on an atom 4.78 eV/A. Number 14: calculated total energy -437.79330 Eh, largest force on an atom 1.52 eV/A. Number 15: calculated total energy -437.74693 Eh, largest force on an atom 2.18 eV/A. Number 16: calculated total energy -512.86280 Eh, largest force on an atom 1.82 eV/A.